(1)
C28H65NO3 | ωB97M-V with the def2-TZVPD basis set

```
97
Properties=species:S:1:pos:R:3:forces:R:3
C -0.66640 -1.23840 -4.04700 0.32 0.09 -0.01
C -0.83343 0.02395 -4.91455 -0.05 -0.05 -0.23
C -2.24322 0.64655 -4.93680 0.08 -0.18 -0.12
O -2.97377 0.43446 -3.72580 -0.14 0.18 -0.01
O -3.85719 -0.67420 -3.93617 0.13 0.05 -0.05
C -5.10783 -0.37807 -3.46293 -0.34 0.23 0.14
N -5.95642 -1.50687 -3.65705 0.45 -0.08 -0.18
O -5.43061 0.65227 -2.96425 0.18 -0.27 -0.04
H 0.21819 -1.13541 -3.40812 -0.15 -0.05 -0.08
H -0.49756 -2.11908 -4.67258 -0.18 0.04 0.15
H -1.51544 -1.41052 -3.38578 0.03 -0.01 -0.12
H -0.10951 0.78790 -4.61692 -0.16 -0.08 0.08
H -0.58772 -0.23168 -5.95297 0.04 0.17 0.14
H -2.18673 1.73577 -5.04069 -0.02 -0.16 0.04
H -2.83665 0.26555 -5.77356 0.03 0.02 0.18
H -5.73242 -1.93084 -4.55454 -0.02 0.01 0.03
H -5.70485 -2.21344 -2.96867 -0.23 0.10 0.13
C -3.76066 -0.29500 0.04787 -0.09 -0.04 -0.06
C -5.22735 -0.36365 0.46112 0.05 0.07 0.01
C -5.43433 -0.43868 1.97224 -0.01 0.01 0.01
C -4.82980 -1.66898 2.65047 0.02 0.00 -0.01
C -5.32162 -3.00769 2.10248 -0.03 -0.01 0.02
C -6.82636 -3.21053 2.24907 0.04 -0.02 -0.03
H -3.20970 -1.18914 0.34612 0.01 0.00 0.00
H -3.67619 -0.18864 -1.03409 0.09 0.02 0.01
H -3.27029 0.57052 0.49950 0.01 -0.01 0.03
H -5.70963 -1.21627 -0.02743 -0.02 -0.01 0.01
H -5.73924 0.52382 0.08135 -0.02 -0.02 -0.03
H -6.50580 -0.39188 2.18750 0.00 0.00 0.01
H -4.99909 0.45677 2.42715 0.00 -0.03 0.00
H -5.05425 -1.62044 3.72092 0.00 -0.01 0.00
H -3.73973 -1.63222 2.57069 0.00 0.01 0.00
H -4.79834 -3.81172 2.62672 0.00 -0.01 -0.01
H -5.04226 -3.10321 1.04912 0.02 0.01 0.00
H -7.12716 -3.13843 3.29653 -0.01 0.02 0.00
H -7.12753 -4.19274 1.88218 -0.01 0.00 0.01
H -7.39025 -2.46388 1.68804 0.00 0.00 0.00
C -5.59753 5.17482 5.70487 0.00 0.03 -0.04
C -6.24030 5.44761 4.34862 -0.01 -0.01 0.04
C -6.84881 4.20503 3.70029 0.01 0.02 -0.03
C -5.85421 3.07913 3.41315 -0.01 -0.04 0.02
C -4.67492 3.46755 2.52295 -0.02 -0.01 -0.04
C -5.08936 3.91900 1.12615 0.04 0.00 0.03
H -4.76313 4.47671 5.62262 0.00 0.00 0.00
H -5.21283 6.09423 6.14820 0.00 -0.01 0.01
H -6.32370 4.74690 6.39954 0.01 -0.02 0.00
H -5.50035 5.89321 3.67784 -0.01 0.00 -0.02
H -7.02694 6.19694 4.46950 0.01 0.01 -0.01
H -7.34768 4.49757 2.77234 0.00 -0.01 0.00
H -7.63528 3.81352 4.35338 0.00 0.01 0.01
H -6.39370 2.25352 2.93837 -0.01 0.02 0.01
H -5.47085 2.68133 4.35735 -0.01 0.00 0.00
H -4.00964 2.60379 2.43412 0.02 0.01 0.01
H -4.08478 4.25292 3.00398 0.00 0.00 0.01
H -5.65905 3.13739 0.61831 -0.01 0.01 0.00
H -4.21684 4.14557 0.51212 -0.01 -0.01 -0.01
H -5.70930 4.81640 1.15940 -0.01 0.00 0.00
C 3.15526 0.12902 -4.18071 0.06 -0.06 0.00
C 3.46767 -0.58138 -2.86786 -0.05 0.01 -0.02
C 3.05931 0.21810 -1.63132 0.00 -0.01 0.01
C 3.75110 1.57512 -1.48618 -0.01 0.00 -0.01
C 5.27763 1.51323 -1.47387 -0.01 -0.01 0.04
C 5.84157 0.67523 -0.33117 0.02 0.04 -0.07
H 3.70426 1.06698 -4.27614 0.00 0.00 0.01
H 3.42093 -0.49493 -5.03538 -0.01 0.01 -0.01
H 2.09015 0.35666 -4.25335 -0.01 0.03 0.00
H 4.53412 -0.82016 -2.82620 0.01 0.00 0.02
H 2.94388 -1.54110 -2.84719 0.02 -0.01 -0.01
H 3.24920 -0.38674 -0.74049 0.00 0.01 0.01
H 1.97668 0.38183 -1.65647 0.00 -0.01 -0.01
H 3.40718 2.04044 -0.55710 0.01 0.01 0.00
H 3.42835 2.24039 -2.29176 -0.01 -0.01 0.00
H 5.66764 2.53164 -1.40064 0.01 0.00 0.00
H 5.64213 1.11895 -2.42681 -0.01 0.01 -0.01
H 5.51209 1.06206 0.63576 -0.02 -0.02 0.01
H 6.93183 0.68658 -0.34190 0.00 0.00 0.03
H 5.52364 -0.36646 -0.40226 0.00 -0.01 0.01
C 7.02132 -3.48521 -0.50552 -0.01 0.00 0.05
C 7.52901 -2.65725 0.67090 -0.03 -0.01 -0.06
C 8.74064 -1.79319 0.32747 0.03 0.03 0.03
C 9.98707 -2.56728 -0.10546 -0.01 -0.02 -0.02
C 10.48856 -3.59400 0.90889 0.02 0.02 0.02
C 10.88657 -2.98289 2.24863 -0.01 -0.04 -0.02
H 7.77239 -4.19554 -0.85448 0.00 0.00 -0.01
H 6.13382 -4.05621 -0.22916 0.00 0.00 -0.01
H 6.75534 -2.84016 -1.34670 0.01 0.00 -0.01
H 7.76447 -3.31784 1.50998 0.01 0.01 0.01
H 6.72474 -2.00369 1.01832 0.01 0.00 0.02
H 8.98312 -1.16501 1.18936 0.00 0.00 -0.01
H 8.46533 -1.10472 -0.47716 -0.01 0.00 -0.01
H 10.78750 -1.84830 -0.30699 0.01 0.00 0.00
H 9.79242 -3.07280 -1.05539 -0.01 0.01 0.00
H 11.35072 -4.11216 0.48113 0.00 -0.01 0.00
H 9.72620 -4.36126 1.07066 -0.01 0.00 -0.02
H 11.66300 -2.22644 2.11501 -0.01 0.02 0.01
H 11.27500 -3.74400 2.92646 0.01 0.01 0.00
H 10.03844 -2.50657 2.74275 0.00 0.00 0.00
```
Forces are in eV/Å.

As for the total energy: -1386.2309 Eh. The lowest unoccupied orbital energy comes out at 0.615 eV. Its SMILES is CCCOOC(N)=O.CCCCCC.CCCCCC.CCCCCC.CCCCCC.

---

(2)
C28H66N9O10 | ωB97M-V with the def2-TZVPD basis set

```
113
Properties=species:S:1:pos:R:3:forces:R:3
N -2.51154 -0.21570 3.21493 0.81 0.57 0.24
C -1.01043 -0.44801 3.24523 0.19 -0.18 -1.03
C -0.24112 0.60146 2.27686 -0.53 0.64 0.07
C -0.33245 2.13394 2.74284 -0.24 -0.74 1.08
C 0.42303 2.39180 4.13322 -0.72 -0.67 -1.46
O 0.28072 3.80485 4.55864 3.05 -1.14 -0.61
O -1.02479 4.09746 4.74803 -3.15 1.07 -0.15
H -2.70326 0.41359 4.01283 0.10 -0.51 -0.72
H -2.72600 0.34604 2.37187 0.33 -0.43 0.61
H -0.68619 -0.38173 4.33891 -0.27 -0.20 -1.57
H -0.81412 -1.50320 2.80366 -0.23 1.34 0.94
H -0.78793 0.53394 1.25851 0.86 -0.04 1.59
H 0.84078 0.24889 2.04624 -1.50 0.49 0.58
H -1.46013 2.32568 2.93670 1.45 -0.40 -0.16
H 1.55410 2.24698 3.94910 -1.65 0.30 0.64
H 0.03400 1.76549 5.01522 0.68 0.69 -0.84
H -1.36971 4.46332 3.88726 0.82 -0.82 0.71
C 0.78890 -0.10914 -1.38422 0.04 0.59 -0.08
O -0.29946 -0.31538 -0.87170 0.21 0.07 -0.53
N 1.21825 1.09370 -1.87199 -0.18 -0.89 0.15
C 2.52766 1.25144 -2.47131 -0.14 0.00 0.38
C 0.33832 2.24308 -1.78678 -0.23 -0.22 0.22
H 1.53596 -0.91130 -1.49768 0.11 0.10 -0.04
H 3.09208 1.99742 -1.90376 0.05 0.08 -0.13
H 2.40836 1.59179 -3.50500 0.17 0.05 -0.06
H 3.07434 0.30287 -2.46604 -0.46 0.85 0.09
H 0.09408 2.43178 -0.73729 -0.06 0.18 -0.06
H -0.58790 2.02643 -2.32869 -0.07 0.08 0.04
H 0.81602 3.12336 -2.21472 0.02 -0.25 0.15
C -2.87887 0.98021 6.98833 0.54 0.41 0.10
O -2.22409 0.65204 6.01478 -0.26 0.22 0.80
N -2.46513 1.84745 7.96110 -0.76 -0.63 -0.37
C -3.30328 2.18921 9.08919 0.31 -0.02 -0.32
C -1.14452 2.44398 7.85810 0.16 -0.11 -0.53
H -3.89488 0.58698 7.16232 -0.09 0.03 0.10
H -3.48060 3.26837 9.08883 -0.10 -0.02 0.18
H -2.79260 1.90390 10.01354 -0.15 0.09 0.12
H -4.26196 1.66940 9.03538 0.09 0.01 -0.05
H -1.07817 3.00809 6.92364 0.11 0.03 0.09
H -0.39425 1.65260 7.84300 -0.32 0.45 -0.06
H -0.95880 3.10981 8.70330 -0.13 -0.11 -0.01
C 1.33295 5.76003 -2.70893 -0.40 0.17 0.33
O 1.09988 5.28640 -1.61193 0.05 0.56 -0.66
N 0.59060 6.73482 -3.31872 0.65 -0.50 0.00
C 0.92418 7.24808 -4.63030 -0.21 -0.02 0.32
C -0.56703 7.26771 -2.62719 0.02 -0.21 0.25
H 2.18893 5.42225 -3.31688 0.02 0.05 -0.12
H 1.11160 8.32293 -4.55689 0.03 -0.01 -0.22
H 0.08485 7.06985 -5.30829 0.12 0.11 -0.15
H 1.81434 6.75644 -5.02684 -0.08 0.00 0.10
H -0.24835 7.70234 -1.67639 -0.19 -0.03 -0.01
H -1.26720 6.45404 -2.42288 -0.07 0.22 0.10
H -1.05821 8.03070 -3.23321 0.10 -0.13 0.00
C 4.26073 -2.19485 -3.50347 -0.43 -0.61 -0.22
O 3.66132 -1.27395 -2.97205 0.47 -1.24 -0.45
N 3.67570 -3.31878 -4.01213 0.74 0.84 0.32
C 4.44761 -4.37804 -4.62734 -0.24 0.02 0.15
C 2.23408 -3.45401 -3.93240 -0.14 0.49 -0.13
H 5.35740 -2.18702 -3.61361 0.01 -0.07 -0.04
H 4.11886 -4.50448 -5.66254 0.12 -0.15 0.00
H 4.28126 -5.30699 -4.07609 0.06 -0.05 -0.17
H 5.51318 -4.14117 -4.61690 -0.11 0.07 0.03
H 1.76677 -2.61951 -4.46262 -0.08 -0.01 0.14
H 1.92817 -3.41769 -2.88453 -0.10 -0.02 -0.16
H 1.91370 -4.39468 -4.37440 0.22 0.24 0.13
C 0.55593 -6.78688 -3.26798 -0.46 0.22 0.81
O 1.62356 -6.26524 -3.55341 -0.26 -0.42 0.30
N -0.22055 -6.45939 -2.19393 0.58 -0.52 -1.07
C -1.47708 -7.12721 -1.92361 0.09 0.19 0.09
C 0.22480 -5.41062 -1.29553 0.26 0.14 -0.08
H 0.12482 -7.59360 -3.88310 -0.10 -0.01 0.05
H -2.28239 -6.38843 -1.93032 -0.07 -0.16 0.05
H -1.42497 -7.60131 -0.94007 -0.17 -0.03 -0.06
H -1.68438 -7.88903 -2.67723 0.09 0.09 0.03
H 0.34018 -4.48114 -1.85711 -0.04 -0.01 0.23
H 1.19447 -5.68677 -0.87330 -0.07 0.15 0.04
H -0.49688 -5.26417 -0.49093 0.05 -0.05 -0.16
C -4.05976 5.56461 -3.70534 -0.03 -0.57 0.42
O -4.21910 6.44020 -2.87092 0.04 -0.36 -0.22
N -4.04864 4.22215 -3.44923 0.01 1.00 -0.52
C -3.85238 3.24139 -4.49658 0.01 0.01 0.29
C -4.23876 3.76569 -2.08527 0.01 0.25 0.21
H -3.90575 5.80360 -4.77076 0.02 -0.11 -0.07
H -4.72490 2.58402 -4.53862 0.12 -0.09 -0.14
H -2.96118 2.65040 -4.26997 -0.08 -0.09 -0.16
H -3.72297 3.72618 -5.46600 -0.02 0.04 0.12
H -5.20624 4.11924 -1.71970 0.10 -0.07 0.10
H -3.45226 4.18437 -1.45262 -0.13 -0.14 0.09
H -4.20467 2.67636 -2.03836 0.05 0.15 -0.08
C 2.30517 0.44767 8.82026 -0.33 -0.20 0.03
O 1.29604 0.97378 8.38637 0.94 -0.70 0.60
N 2.33648 -0.69815 9.56811 0.28 0.64 -0.35
C 3.57707 -1.26760 10.05041 -0.34 -0.03 -0.03
C 1.08755 -1.36107 9.88588 -0.15 0.21 -0.20
H 3.30523 0.87190 8.63460 0.05 -0.07 0.04
H 3.68586 -2.27912 9.64988 0.18 0.00 0.11
H 3.55090 -1.30871 11.14290 0.19 -0.09 -0.02
H 4.43093 -0.66519 9.73596 -0.14 -0.01 -0.01
H 0.58058 -1.63718 8.95779 -0.11 -0.02 0.15
H 0.44628 -0.67224 10.44216 -0.09 -0.15 -0.05
H 1.27085 -2.25532 10.48387 0.08 0.13 -0.07
C -0.69678 -4.06982 -7.46249 0.09 -0.35 0.31
O -1.30158 -3.79955 -6.43981 0.33 -0.33 -0.40
N 0.04859 -5.19961 -7.66217 -0.40 0.75 -0.21
C 0.74064 -5.45374 -8.90847 -0.06 -0.10 0.30
C 0.14754 -6.17169 -6.59160 -0.18 0.25 0.18
H -0.70682 -3.39765 -8.33608 0.07 -0.05 -0.07
H 0.36841 -6.38664 -9.34051 0.14 0.04 -0.15
H 1.81192 -5.54559 -8.71024 0.00 -0.04 -0.21
H 0.57714 -4.64107 -9.61827 -0.03 -0.04 0.13
H -0.85476 -6.52773 -6.33795 0.10 -0.07 0.09
H 0.58138 -5.69284 -5.71146 -0.04 -0.23 -0.03
H 0.77073 -7.01450 -6.89513 -0.04 0.15 -0.04
```
Forces are in eV/Å.

The value obtained for the energy relative to the best compared isomer or geometry (same formula, charge and spin) is 0.0 kcal per mole. As for the total energy: -2351.4382 Eh. The lowest unoccupied orbital energy comes out at 1.723 eV. As for the net charge: -1.

---

Q: What is the lowest unoccupied orbital energy in the first record?
A: 0.615 eV

---

Q: The highest lowest unoccupied orbital energy belongs to which entry?
A: C28H66N9O10